No. 1
Computed, not measured: a molecular structure, C43H49CrN6O4SbSi, with ωB97M-V/def2-TZVPD.

```
105
Properties=species:S:1:pos:R:3:forces:R:3:lowdin_spin:R:1
Cr -0.077 -0.001 0.077 -0.487 0.052 -0.642 3.0918
C -1.723 3.310 -0.489 0.061 -0.079 -0.078 0.0004
C -0.538 3.424 0.409 -0.143 -0.116 -0.087 0.0052
C 0.021 4.674 0.638 0.227 0.175 0.148 0.0049
C 1.066 4.820 1.534 -0.147 -0.069 -0.183 0.0063
C 1.475 3.694 2.220 0.017 -0.056 0.065 0.0051
C 0.874 2.471 1.946 -0.024 0.039 0.013 0.0166
N -0.087 2.308 1.019 0.264 0.067 -0.009 0.0111
Sb 1.392 0.898 3.278 0.004 -0.799 -0.353 0.0970
C 2.296 -0.484 1.922 0.194 0.635 0.573 0.1675
C 3.348 -1.211 2.479 -0.091 -0.073 -0.049 0.0259
C 4.233 -1.879 1.667 0.067 -0.116 0.227 0.1783
C 4.079 -1.700 0.276 -0.201 0.134 -0.127 0.0649
C 3.033 -0.975 -0.238 0.457 -0.399 -0.084 0.0696
C 2.958 -0.854 -1.734 -0.055 0.038 0.087 0.0114
N 2.082 -0.381 0.567 -0.756 0.442 -0.215 0.1735
C -0.504 -0.194 3.082 0.404 0.152 0.178 0.0405
C -1.069 -0.483 4.315 -0.075 0.123 -0.017 0.0063
C -2.048 -1.453 4.419 0.008 -0.029 -0.167 0.0060
C -2.453 -2.062 3.251 0.024 0.049 0.226 -0.0003
C -1.903 -1.697 2.025 0.005 0.020 -0.174 0.0051
C -2.498 -2.374 0.826 0.129 0.001 -0.009 0.0009
N -0.896 -0.792 1.936 -0.383 -0.093 0.213 -0.0064
H -1.828 4.195 -1.117 0.038 -0.006 -0.009 0.0000
H -2.627 3.217 0.116 -0.008 -0.058 -0.006 0.0003
H -1.644 2.419 -1.101 -0.057 -0.006 -0.049 0.0001
H -0.378 5.533 0.116 -0.020 -0.023 -0.049 0.0002
H 1.522 5.786 1.709 -0.009 0.005 0.009 0.0003
H 2.236 3.747 2.989 0.022 0.042 -0.047 -0.0001
H 3.451 -1.232 3.558 0.041 0.001 -0.001 -0.0027
H 5.038 -2.480 2.069 -0.013 0.004 0.015 0.0118
H 4.806 -2.122 -0.405 -0.042 0.005 -0.053 0.0015
H 3.819 -1.345 -2.184 0.004 -0.024 0.020 0.0003
H 2.949 0.185 -2.062 -0.018 -0.183 -0.131 0.0024
H 2.056 -1.342 -2.095 0.005 -0.010 -0.096 0.0023
H -0.724 0.057 5.188 0.043 -0.074 0.029 0.0028
H -2.468 -1.731 5.377 -0.054 0.018 -0.009 0.0005
H -3.216 -2.828 3.260 -0.018 0.012 -0.026 -0.0001
H -2.119 -3.393 0.740 0.014 -0.033 0.019 0.0007
H -2.274 -1.838 -0.083 0.031 -0.085 0.034 0.0000
H -3.581 -2.422 0.950 0.017 -0.008 0.050 0.0002
C 1.347 2.495 -7.585 0.003 0.099 -0.071 0.0000
O 1.002 1.751 -6.436 -0.021 -0.035 0.035 0.0001
C 1.347 0.427 -6.415 -0.048 -0.025 0.001 0.0001
C 1.958 -0.241 -7.458 0.028 0.025 -0.120 0.0000
C 2.289 -1.586 -7.329 -0.030 -0.074 0.058 0.0002
C 2.020 -2.244 -6.145 0.007 -0.007 -0.038 0.0000
C 1.416 -1.573 -5.088 0.029 0.062 0.066 0.0002
C 1.053 -0.238 -5.212 0.098 -0.228 0.010 0.0000
N 0.476 0.547 -4.209 -0.157 0.378 -0.074 0.0010
C 0.119 0.171 -2.934 0.242 0.026 0.033 0.0044
N -0.565 -1.000 -2.890 -0.068 -0.241 -0.215 0.0077
C -0.351 -2.073 -1.994 0.060 0.179 0.257 0.0046
C 0.088 -1.867 -0.696 -0.149 -0.188 -0.254 -0.0820
C 0.478 -3.002 0.021 0.108 0.025 0.201 0.0049
C 0.379 -4.273 -0.514 -0.031 0.054 0.006 -0.0055
C -0.154 -4.464 -1.786 -0.040 -0.087 -0.020 0.0155
C -0.528 -3.358 -2.527 0.094 -0.017 0.026 -0.0032
O -1.036 -3.403 -3.798 -0.012 0.062 0.001 -0.0028
C -1.058 -4.654 -4.453 0.009 -0.028 -0.094 -0.0003
N 0.429 0.862 -1.870 -0.412 -0.166 0.221 -0.0051
C 1.111 2.099 -2.012 0.408 0.125 -0.087 0.0018
C 2.298 2.308 -1.312 -0.096 0.011 0.081 0.0016
C 3.026 3.481 -1.430 0.033 0.108 0.062 0.0005
C 2.559 4.503 -2.236 -0.006 0.005 0.083 -0.0005
C 1.357 4.348 -2.906 0.017 0.141 -0.141 0.0003
C 0.638 3.166 -2.805 -0.037 -0.066 0.266 -0.0003
O -0.552 2.977 -3.441 -0.015 -0.161 -0.026 0.0000
C -1.102 4.043 -4.185 -0.093 0.032 -0.077 0.0000
H 1.023 3.515 -7.393 0.001 -0.008 -0.010 0.0000
H 0.835 2.118 -8.474 -0.001 -0.011 0.021 0.0000
H 2.426 2.489 -7.758 -0.009 -0.026 0.026 0.0000
H 2.187 0.273 -8.381 -0.025 0.020 0.024 0.0000
H 2.760 -2.106 -8.152 0.006 0.022 -0.006 0.0000
H 2.288 -3.285 -6.020 0.014 0.010 -0.010 0.0000
H 1.259 -2.102 -4.160 -0.036 0.022 0.017 0.0000
H 0.481 1.532 -4.414 -0.013 0.031 0.067 0.0001
H -0.876 -1.320 -3.795 0.050 0.076 -0.040 0.0002
H 0.863 -2.890 1.030 0.022 0.042 -0.030 -0.0006
H 0.705 -5.133 0.059 -0.020 0.004 0.016 -0.0010
H -0.255 -5.462 -2.189 -0.012 0.026 0.002 0.0011
H -1.375 -4.449 -5.473 -0.021 -0.044 0.010 0.0000
H -1.764 -5.342 -3.981 0.008 0.023 0.016 0.0000
H -0.064 -5.111 -4.470 -0.010 0.019 0.016 0.0000
H 2.651 1.524 -0.658 -0.073 0.094 0.055 0.0012
H 3.957 3.589 -0.890 -0.020 -0.006 0.029 0.0002
H 3.110 5.430 -2.335 0.015 -0.021 -0.005 0.0000
H 0.987 5.157 -3.522 -0.006 -0.043 0.025 0.0000
H -2.059 3.679 -4.551 0.001 0.017 -0.010 0.0000
H -0.464 4.312 -5.031 0.000 -0.018 0.015 0.0000
H -1.268 4.927 -3.563 0.022 -0.030 0.035 0.0000
C -3.487 1.483 -2.701 -0.051 -0.043 0.250 0.0011
Si -3.414 0.297 -1.204 -0.728 0.069 -0.375 0.0091
C -4.626 0.855 0.152 0.098 -0.072 -0.303 0.0009
C -4.124 -1.305 -1.950 0.173 0.071 0.244 0.0013
O -1.960 0.183 -0.573 1.156 0.051 0.540 0.0407
H -4.216 1.132 -3.435 -0.037 -0.025 0.052 0.0001
H -2.512 1.519 -3.192 0.033 -0.006 -0.003 0.0001
H -3.762 2.504 -2.426 0.048 0.023 0.007 0.0000
H -5.598 1.156 -0.248 -0.003 -0.026 -0.008 0.0001
H -4.218 1.695 0.718 0.015 0.016 0.006 0.0000
H -4.794 0.038 0.859 0.009 -0.006 0.004 0.0000
H -5.142 -1.113 -2.299 0.000 0.041 -0.017 0.0002
H -4.170 -2.131 -1.238 -0.031 0.015 -0.085 0.0000
H -3.537 -1.636 -2.811 0.029 0.006 0.001 0.0000
```
Positions in Å, forces in eV/Å.

Output
- multiplicity = 5
- Kohn-Sham gap (alpha / beta) (eV) = 4.64 / 8.10
- expectation value of S² = 6.0712
- E (a.u.) = -3871.717019
- HOMO level (alpha / beta) (eV) = -4.1595 / -7.6850
- ΔE to the lowest compared entry with this formula, charge and spin (eV) = 1.067



No. 2
Computed, not measured: a molecular structure, C26H34IN2O2PtSSe, with ωB97M-V/def2-TZVPD.

```
68
Properties=species:S:1:pos:R:3:forces:R:3:nbo_charge:R:1
Pt 1.219 0.707 -1.521 1.171 1.076 0.119 0.3012
I 1.352 1.203 1.281 0.414 -0.122 0.121 0.1606
C 3.415 0.645 1.148 -0.397 0.119 0.119 -0.0798
C 4.104 0.577 2.325 -0.141 -0.013 0.023 -0.2949
C 5.489 0.328 2.305 0.118 -0.012 -0.075 -0.2300
C 6.131 0.201 1.108 0.045 0.008 0.091 -0.2103
C 5.421 0.255 -0.116 -0.184 0.079 0.002 0.0313
C 6.107 0.145 -1.343 0.107 -0.030 -0.084 -0.2716
C 5.408 0.152 -2.517 0.070 0.011 0.082 -0.2025
C 4.005 0.247 -2.511 0.081 -0.047 0.089 -0.2826
C 3.262 0.399 -1.352 -0.607 -0.285 -0.209 -0.2559
C 3.999 0.435 -0.123 0.264 -0.080 -0.085 -0.1966
H 3.595 0.723 3.269 -0.027 0.046 -0.028 0.2142
H 6.034 0.267 3.239 0.017 0.009 -0.009 0.2015
H 7.206 0.059 1.068 -0.007 -0.033 0.021 0.1952
H 7.189 0.056 -1.330 -0.008 -0.047 -0.005 0.1923
H 5.933 0.069 -3.463 0.002 -0.009 0.001 0.1963
H 3.491 0.185 -3.461 -0.037 0.008 0.015 0.2151
C -3.069 -4.924 -0.195 0.148 0.052 -0.034 -0.5964
C -1.933 -3.902 -0.142 -0.159 -0.080 -0.046 -0.4247
C -1.765 -3.119 -1.429 0.261 0.383 0.182 -0.5889
S -0.594 -1.684 -1.196 -0.152 -0.991 -0.467 1.2815
O -0.908 -1.184 0.173 -0.265 0.135 0.423 -1.0328
C 0.934 -2.728 -1.091 -0.111 0.211 -0.064 -0.5994
C 1.543 -2.672 0.295 0.071 0.001 0.033 -0.4187
C 2.865 -3.428 0.375 -0.130 -0.027 -0.067 -0.6010
H -3.165 -5.429 0.768 -0.058 -0.034 -0.024 0.2026
H -2.878 -5.682 -0.958 -0.054 -0.010 -0.003 0.1948
H -4.021 -4.443 -0.426 -0.008 -0.008 -0.003 0.1970
H -1.002 -4.418 0.104 0.039 0.059 0.036 0.1984
H -2.123 -3.179 0.654 0.076 -0.041 0.060 0.2273
H -2.710 -2.666 -1.741 -0.009 -0.007 0.001 0.2085
H -1.370 -3.711 -2.256 -0.041 0.003 -0.043 0.2137
H 1.604 -2.288 -1.830 -0.001 0.009 -0.017 0.2677
H 0.684 -3.746 -1.397 0.000 -0.016 0.036 0.1981
H 0.833 -3.049 1.035 0.010 0.023 0.032 0.1993
H 1.728 -1.628 0.535 -0.073 0.084 0.071 0.2332
H 2.730 -4.492 0.159 0.040 -0.001 -0.022 0.1855
H 3.293 -3.337 1.375 0.047 -0.001 -0.017 0.2063
H 3.579 -3.018 -0.342 0.030 -0.018 0.021 0.2149
Se 0.794 -0.153 -3.780 -0.092 -0.047 -0.210 -0.6397
C -2.646 0.474 2.078 -0.138 -0.017 -0.034 -0.6236
C -3.510 1.079 0.977 0.110 -0.135 0.149 -0.2117
N -3.770 2.505 1.163 0.003 0.031 -0.088 -0.4332
C -4.609 2.884 2.293 0.099 0.170 0.031 -0.2145
C -3.816 3.519 3.431 -0.054 -0.061 -0.093 -0.6146
C -3.450 3.488 0.277 -0.159 -0.107 0.211 0.6728
O -3.871 4.634 0.406 -0.009 -0.075 -0.043 -0.6466
C -2.544 3.156 -0.862 0.019 0.293 -0.254 -0.1874
C -2.811 3.684 -2.122 0.187 -0.146 0.088 -0.1336
C -1.877 3.482 -3.126 -0.192 0.126 0.039 -0.2679
C -0.727 2.763 -2.853 0.060 0.044 0.039 0.0790
N -0.473 2.240 -1.648 -0.368 -0.261 -0.335 -0.4797
C -1.362 2.458 -0.684 0.111 -0.029 0.216 0.0662
H -2.387 -0.552 1.814 0.009 0.076 0.017 0.2551
H -3.164 0.477 3.039 -0.004 0.052 0.043 0.1875
H -1.713 1.028 2.185 0.005 -0.031 0.024 0.2095
H -4.475 0.561 0.941 0.009 0.009 -0.036 0.1806
H -3.021 0.924 0.021 -0.099 -0.049 -0.019 0.2325
H -5.129 1.988 2.638 0.001 -0.010 -0.029 0.1887
H -5.345 3.606 1.935 -0.069 -0.070 0.010 0.2183
H -3.072 2.828 3.828 0.002 0.000 0.012 0.2068
H -4.492 3.811 4.237 0.030 0.014 0.031 0.2011
H -3.306 4.409 3.065 0.004 0.018 0.023 0.2248
H -3.722 4.243 -2.289 0.009 0.044 0.010 0.2243
H -2.040 3.879 -4.119 0.043 -0.015 -0.012 0.2167
H 0.021 2.581 -3.613 -0.024 -0.124 -0.008 0.2381
H -1.099 2.075 0.295 -0.037 -0.103 -0.057 0.1997
```
Positions in Å, forces in eV/Å.

Output
- multiplicity = 3
- Kohn-Sham gap (alpha / beta) (eV) = 4.55 / 6.03
- total charge = -1
- expectation value of S² = 2.0134
- E (a.u.) = -4487.770396
- HOMO level (alpha / beta) (eV) = -2.0631 / -3.5795